w | Entry from OMol25: 13 unconnected molecules or ions with the total composition CH27O13 (wB97M-V/def2-TZVPD).

```
41
Properties=species:S:1:pos:R:3:nbo_charge:R:1
C 0.627 -0.016 -0.390 -0.237
O 0.362 1.031 -1.230 -1.013
H 1.711 0.089 -0.023 0.127
H 0.219 -1.010 -0.876 0.122
H 0.026 0.142 0.401 0.133
O 0.921 0.363 3.129 -0.973
H 0.666 1.132 2.687 0.484
H 1.299 -0.173 2.374 0.491
O -2.721 -2.235 0.611 -0.984
H -2.538 -1.624 -0.068 0.471
H -2.356 -1.716 1.330 0.494
O -1.615 -0.574 2.551 -0.976
H -0.742 -0.323 2.752 0.495
H -2.111 0.065 3.031 0.472
O 1.971 -2.629 -3.262 -1.033
H 1.153 -3.014 -2.876 0.453
H 1.854 -1.555 -3.441 0.513
O -1.926 2.001 1.068 -0.948
H -1.609 1.276 0.557 0.498
H -2.862 2.112 0.657 0.483
O 1.952 -2.039 2.219 -0.933
H 2.869 -2.065 2.223 0.459
H 1.819 -2.558 1.371 0.486
O 2.119 2.763 -0.539 -0.947
H 1.717 2.047 -0.848 0.483
H 2.978 2.478 -0.044 0.442
O -2.356 -0.034 -1.165 -0.956
H -2.485 -0.570 -1.960 0.466
H -1.632 0.334 -1.541 0.492
O -1.368 2.890 -1.490 -1.009
H -1.922 2.757 -0.690 0.450
H -0.527 2.409 -1.423 0.513
O 1.446 0.068 -3.470 -0.997
H 0.953 0.106 -2.531 0.527
H 2.425 0.396 -3.321 0.474
O 0.530 3.054 2.001 -1.019
H 1.404 2.848 1.611 0.484
H -0.296 2.800 1.320 0.521
O -0.606 -3.931 0.096 -0.931
H -0.925 -3.094 0.172 0.475
H -0.409 -3.997 -0.953 0.446
```

The calculation puts the LUMO energy at 0.098 Eh. As for the net charge: -1. The frontier orbital gap comes out at 0.3061 hartree.

---

x | Entry from OMol25: 13 unconnected molecules or ions with the total composition CH27O13 (wB97M-V/def2-TZVPD).

```
41
Properties=species:S:1:pos:R:3:nbo_charge:R:1
C 0.915 -0.322 -0.045 -0.275
O -0.185 0.000 -0.804 -1.020
H 1.283 0.586 0.387 0.130
H 1.636 -0.976 -0.472 0.146
H 0.537 -0.836 0.790 0.168
O 3.840 1.163 0.039 -0.941
H 2.938 0.959 -0.081 0.471
H 4.266 0.868 -0.753 0.464
O 1.833 0.527 3.171 -0.946
H 2.166 0.219 2.325 0.453
H 1.488 1.385 2.900 0.482
O -1.244 1.194 3.160 -0.960
H -0.543 1.407 2.510 0.472
H -1.580 0.369 2.880 0.480
O -1.242 2.233 0.114 -0.979
H -0.932 1.374 -0.120 0.493
H -1.988 2.092 0.675 0.481
O -2.124 -2.131 -1.847 -0.958
H -1.753 -1.446 -2.371 0.508
H -2.674 -2.654 -2.429 0.471
O -0.789 -2.931 2.527 -0.960
H -0.915 -2.176 1.975 0.470
H -0.443 -3.495 1.872 0.472
O 1.081 2.385 -1.983 -0.971
H 0.715 2.440 -2.843 0.471
H 0.719 1.640 -1.539 0.485
O -0.235 -3.521 -0.290 -0.984
H -0.874 -3.111 -0.908 0.501
H 0.514 -3.004 -0.466 0.464
O 0.763 -1.110 -2.894 -0.982
H 1.606 -0.694 -3.039 0.453
H 0.516 -0.801 -2.034 0.488
O -1.950 -0.852 0.949 -0.981
H -1.295 -0.574 0.375 0.490
H -2.210 -1.712 0.723 0.477
O -2.081 0.851 -2.613 -0.985
H -2.724 1.353 -2.145 0.468
H -1.373 0.627 -1.996 0.503
O 0.728 2.878 1.809 -0.998
H 0.067 2.722 1.140 0.502
H 1.562 3.070 1.368 0.479
```

The calculation puts the LUMO energy at 0.101 Eh. As for the net charge: -1. The frontier orbital gap comes out at 0.3404 hartree.

---

Taking the most stable structure as the zero point, the relative energies in eV are w 3.017; x 0.000.